Entry 1:
The following is a quantum chemistry calculation of C27H23N7O2PtS7Sb as an isolated structure, from OMol25.

Summary:
E_HOMO (spin up / spin down) (eV): -4.977 / -5.013
LUMO energy (spin up / spin down) (eV): -0.30 / -0.32
HOMO-LUMO gap (spin up / spin down) (eV): 4.7 / 4.7

The geometry in ORCA input format:
```
! RIJCOSX wB97M-V def2-TZVPD def2/J DEFGRID3
* xyz -1 1
Pt -0.542 1.305 -1.637
C 2.666 -5.330 4.156
O 3.536 -4.463 4.839
C 4.076 -3.417 4.136
C 4.826 -2.497 4.872
C 5.385 -1.396 4.263
C 5.173 -1.162 2.901
C 4.461 -2.113 2.162
C 3.928 -3.233 2.765
N 5.814 -0.118 2.260
N 5.309 0.630 1.408
C 3.974 0.810 1.195
C 2.983 0.641 2.175
C 1.660 0.916 1.937
C 1.203 1.319 0.664
O -0.025 1.515 0.421
C 2.217 1.524 -0.353
N 1.794 1.920 -1.564
C 2.644 2.092 -2.540
C 4.020 1.902 -2.366
C 4.492 1.527 -1.137
C 3.585 1.311 -0.083
H 2.289 -6.027 4.903
H 3.182 -5.892 3.367
H 1.824 -4.784 3.718
H 4.951 -2.665 5.930
H 5.956 -0.680 4.835
H 4.345 -1.967 1.097
H 3.396 -3.952 2.158
H 3.279 0.322 3.167
H 0.925 0.805 2.718
H 2.251 2.402 -3.502
H 4.684 2.061 -3.199
H 5.546 1.387 -0.944
S 1.075 3.454 -5.329
Sb -1.153 3.263 -4.587
S -1.119 0.908 -3.822
S -1.630 3.268 -1.620
S -2.265 2.966 -6.660
C 0.974 -3.955 -1.246
N 0.023 -2.961 -1.676
C -1.309 -3.393 -2.037
C 0.312 -1.703 -1.693
N 0.574 -0.577 -1.736
H 0.575 -4.509 -0.391
H 1.908 -3.474 -0.959
H 1.174 -4.661 -2.057
H -1.755 -3.939 -1.203
H -1.279 -4.041 -2.917
H -1.926 -2.523 -2.255
S -7.028 1.032 -3.293
C -5.720 0.819 -2.323
S -4.461 -0.375 -2.558
C -3.663 0.252 -1.068
N -4.314 1.225 -0.545
N -5.424 1.543 -1.214
C -6.169 2.656 -0.768
C -7.533 2.527 -0.547
C -8.258 3.630 -0.140
C -7.624 4.848 0.044
C -6.255 4.960 -0.145
C -5.516 3.862 -0.547
S -2.276 -0.460 -0.437
H -8.018 1.575 -0.691
H -9.320 3.538 0.037
H -8.195 5.711 0.348
H -5.760 5.908 0.013
H -4.449 3.932 -0.697
*
```

Entry 2:
The following is a quantum chemistry calculation of C27H24AsN7NdS4 as an isolated structure, from OMol25.

Summary:
E_HOMO (spin up / spin down) (eV): -3.979 / -3.984
LUMO energy (spin up / spin down) (eV): 1.14 / 1.15
HOMO-LUMO gap (spin up / spin down) (eV): 5.1 / 5.1

The geometry in ORCA input format:
```
! RIJCOSX wB97M-V def2-TZVPD def2/J DEFGRID3
* xyz -1 4
Nd 1.155 0.506 -0.502
C -2.208 3.147 -3.020
C -1.143 2.790 -2.241
N -1.098 1.664 -1.527
C -2.185 0.899 -1.556
C -3.275 1.273 -2.361
N -3.248 2.355 -3.110
C -2.196 -0.318 -0.621
C -3.213 -1.260 -0.686
C -3.090 -2.430 0.075
C -2.033 -2.560 0.943
C -1.117 -1.489 1.040
N -1.173 -0.455 0.219
C -0.069 -1.425 2.081
C -0.170 -2.158 3.286
N 0.793 -2.015 4.254
C 1.773 -1.196 4.028
C 1.824 -0.438 2.879
N 0.914 -0.525 1.904
C -4.053 -3.557 -0.046
C -3.717 -4.714 -0.682
C -4.704 -5.679 -0.770
N -5.899 -5.572 -0.281
C -6.173 -4.471 0.393
C -5.296 -3.400 0.519
H -2.263 4.063 -3.618
H -0.224 3.366 -2.203
H -4.121 0.620 -2.458
H -4.155 -1.136 -1.194
H -1.873 -3.427 1.597
H -0.948 -2.869 3.475
H 2.543 -1.095 4.785
H 2.595 0.244 2.705
H -2.744 -4.879 -1.169
H -4.492 -6.627 -1.275
H -7.196 -4.468 0.791
H -5.548 -2.552 1.076
C 4.091 1.804 -1.657
N 3.863 1.185 -0.344
C 4.938 0.170 -0.170
C 4.030 2.136 0.755
C 2.891 3.119 0.869
C 3.200 4.394 1.422
C 2.183 5.310 1.670
C 0.881 4.951 1.339
C 0.615 3.738 0.681
C 1.584 2.759 0.559
H 5.079 2.322 -1.655
H 3.278 2.540 -1.839
H 4.019 1.006 -2.402
H 5.925 0.602 -0.302
H 4.776 -0.694 -0.837
H 4.901 -0.203 0.838
H 4.960 2.743 0.593
H 4.178 1.617 1.715
H 4.219 4.727 1.586
H 2.433 6.237 2.107
H 0.112 5.711 1.508
H -0.445 3.568 0.340
S -0.811 -2.855 -2.616
As 1.216 -2.130 -2.843
S 1.245 0.149 -3.219
S 2.047 -2.104 -0.688
S 2.621 -3.011 -4.140
*
```

Entry 3:
The following is a quantum chemistry calculation of C27H24BrCl2FeN3O2PS as an isolated structure, from OMol25.

Summary:
E_HOMO (spin up / spin down) (eV): -6.366 / -6.314
LUMO energy (spin up / spin down) (eV): 0.18 / 0.02
HOMO-LUMO gap (spin up / spin down) (eV): 6.5 / 6.3

The geometry in ORCA input format:
```
! RIJCOSX wB97M-V def2-TZVPD def2/J DEFGRID3
* xyz 0 2
Fe -0.243 0.336 0.307
O -3.516 2.515 5.461
C -2.938 2.106 4.310
C -2.373 2.991 3.378
C -1.787 2.488 2.245
N -1.731 1.175 1.955
C -2.315 0.348 2.834
Br -2.341 -1.480 2.349
C -2.911 0.742 4.007
H -3.480 3.477 5.531
H -2.404 4.057 3.545
H -1.346 3.145 1.507
H -3.359 0.026 4.676
S 2.275 1.126 -3.485
C 3.167 -0.109 -2.611
C 4.350 -0.720 -2.964
C 4.858 -1.709 -2.130
C 4.173 -2.088 -0.981
C 2.991 -1.477 -0.620
C 2.475 -0.456 -1.425
N 1.335 0.231 -1.220
C 1.049 1.082 -2.219
C -0.189 1.751 -2.231
C -0.656 2.517 -3.316
C -1.922 3.053 -3.278
C -2.738 2.844 -2.174
C -2.273 2.089 -1.094
C -1.009 1.547 -1.087
H 4.860 -0.435 -3.872
H 5.789 -2.190 -2.386
H 4.566 -2.881 -0.361
H 2.439 -1.777 0.255
H -0.014 2.659 -4.174
H -2.289 3.631 -4.114
H -3.731 3.267 -2.146
H -2.934 1.938 -0.251
Cl 1.757 -3.001 2.932
C 2.301 -1.377 3.100
C 3.333 -1.074 3.956
C 3.784 0.235 4.081
C 3.220 1.248 3.313
C 2.203 0.945 2.447
Cl 1.473 2.120 1.401
C 1.657 -0.376 2.306
N 0.667 -0.604 1.506
H 3.789 -1.866 4.528
H 4.580 0.458 4.773
H 3.578 2.262 3.391
C -3.052 -1.287 -2.923
P -1.827 -2.183 -1.903
C -0.491 -2.739 -3.020
C -2.633 -3.662 -1.195
O -1.308 -1.311 -0.819
H -3.463 -1.906 -3.714
H -2.559 -0.414 -3.346
H -3.848 -0.943 -2.267
H -0.853 -3.434 -3.773
H 0.281 -3.211 -2.416
H -0.063 -1.863 -3.501
H -3.031 -4.323 -1.957
H -3.429 -3.327 -0.533
H -1.894 -4.187 -0.592
*
```

Entry 4:
The following is a quantum chemistry calculation of C27H24Cl2I2N6OSTi as an isolated structure, from OMol25.

Summary:
E_HOMO (spin up / spin down) (eV): -5.657 / -6.911
LUMO energy (spin up / spin down) (eV): -0.52 / -0.48
HOMO-LUMO gap (spin up / spin down) (eV): 5.1 / 6.4

The geometry in ORCA input format:
```
! RIJCOSX wB97M-V def2-TZVPD def2/J DEFGRID3
* xyz 0 3
Ti 0.220 0.294 0.010
I 2.763 7.256 0.115
C 2.023 5.387 -0.398
C 0.897 5.283 -1.197
C 0.398 4.022 -1.517
I -1.311 3.932 -2.687
C 1.009 2.853 -1.058
O 0.515 1.641 -1.320
C 2.158 2.986 -0.258
C 2.953 1.766 0.159
N 2.179 0.661 0.809
C 1.929 0.890 2.246
C 0.737 1.816 2.417
C 0.615 2.648 3.524
C -0.488 3.470 3.618
C -1.433 3.469 2.610
C -1.241 2.602 1.545
N -0.197 1.782 1.470
C 2.652 4.241 0.064
H 0.397 6.168 -1.566
H 3.395 1.305 -0.725
H 3.753 2.075 0.835
H 2.691 -0.204 0.625
H 1.717 -0.065 2.726
H 2.799 1.326 2.743
H 1.392 2.652 4.276
H -0.602 4.127 4.474
H -2.294 4.123 2.627
H -1.926 2.572 0.706
H 3.544 4.319 0.677
N 1.910 -0.330 -4.026
C 1.739 -0.833 -2.767
S 3.153 -1.092 -1.781
N 0.498 -1.175 -2.499
N 0.274 -1.363 -1.142
C -0.360 -2.432 -0.726
C -0.721 -3.561 -1.625
C -0.206 -4.835 -1.410
C -0.555 -5.892 -2.245
C -1.422 -5.681 -3.306
C -1.931 -4.407 -3.534
C -1.579 -3.354 -2.703
C -0.710 -2.416 0.670
C -1.296 -3.507 1.334
C -1.594 -3.441 2.665
C -1.331 -2.233 3.366
C -0.797 -1.193 2.682
N -0.459 -1.224 1.353
H 2.835 -0.385 -4.414
H 1.119 -0.373 -4.646
H 0.491 -4.995 -0.596
H -0.139 -6.877 -2.068
H -1.693 -6.502 -3.960
H -2.598 -4.231 -4.369
H -1.957 -2.357 -2.891
H -1.517 -4.397 0.761
H -2.038 -4.289 3.171
H -1.559 -2.122 4.417
H -0.631 -0.249 3.188
Cl -4.000 -1.462 0.524
C -3.724 0.166 -0.049
Cl -2.261 0.372 -1.044
H -3.638 0.820 0.809
H -4.547 0.456 -0.688
*
```

Entry 5:
The following is a quantum chemistry calculation of C27H24ClN8OS3W as an isolated structure, from OMol25.

Summary:
E_HOMO (spin up / spin down) (eV): -15.883 / -16.000
LUMO energy (spin up / spin down) (eV): -9.16 / -9.53
HOMO-LUMO gap (spin up / spin down) (eV): 6.7 / 6.5

The geometry in ORCA input format:
```
! RIJCOSX wB97M-V def2-TZVPD def2/J DEFGRID3
* xyz 3 3
W -0.148 -0.116 -0.578
Cl 6.578 -0.942 -3.394
C 4.922 -0.739 -3.008
C 3.941 -1.048 -3.956
C 2.598 -0.884 -3.670
C 2.210 -0.422 -2.423
O 0.890 -0.237 -2.188
C 3.182 -0.112 -1.452
C 2.866 0.403 -0.162
N 1.678 0.510 0.360
C 1.535 1.094 1.658
C 2.510 1.242 2.611
C 2.229 1.927 3.814
C 0.996 2.467 4.051
C -0.038 2.305 3.098
C -1.335 2.846 3.238
C -2.268 2.654 2.249
C -1.927 1.883 1.133
N -0.724 1.344 0.976
C 0.239 1.582 1.922
C 4.547 -0.264 -1.773
H 4.246 -1.412 -4.928
H 1.842 -1.107 -4.411
H 3.711 0.753 0.425
H 3.505 0.843 2.465
H 3.016 2.034 4.547
H 0.797 3.018 4.961
H -1.581 3.421 4.123
H -3.261 3.075 2.320
H -2.653 1.692 0.350
H 5.304 -0.013 -1.040
C -2.373 -3.186 -1.314
C -2.679 -1.844 -1.895
N -2.011 -0.707 -1.704
C -2.578 0.317 -2.462
C -3.667 -0.043 -3.181
S -4.002 -1.690 -2.937
C -1.910 1.609 -2.458
C -2.210 2.727 -3.164
S -1.041 3.927 -2.866
C -0.195 2.898 -1.816
N -0.773 1.716 -1.681
C 1.077 3.325 -1.170
H -1.324 -3.434 -1.458
H -2.975 -3.949 -1.805
H -2.623 -3.237 -0.252
H -4.263 0.565 -3.843
H -3.030 2.894 -3.844
H 1.301 4.363 -1.407
H 1.902 2.712 -1.535
H 1.016 3.231 -0.085
C -2.526 -3.033 3.541
C -1.409 -3.341 2.620
N -0.698 -4.418 2.597
N 0.207 -4.245 1.587
C 0.080 -3.080 0.973
S 0.920 -2.404 -0.337
N -0.950 -2.488 1.614
N -1.393 -1.217 1.233
H -2.672 -3.886 4.199
H -3.455 -2.857 2.995
H -2.302 -2.159 4.155
H 0.878 -4.976 1.390
H -1.358 -0.611 2.052
H -2.369 -1.280 0.936
*
```

Entry 6:
The following is a quantum chemistry calculation of C27H24CuN4O2 as an isolated structure, from OMol25.

Summary:
E_HOMO (spin up / spin down) (eV): -7.381 / -7.529
LUMO energy (spin up / spin down) (eV): -2.10 / -2.09
HOMO-LUMO gap (spin up / spin down) (eV): 5.3 / 5.4

The geometry in ORCA input format:
```
! RIJCOSX wB97M-V def2-TZVPD def2/J DEFGRID3
* xyz 0 2
Cu 0.602 -0.215 0.435
C 4.858 -1.989 -2.588
C 3.806 -1.061 -2.786
C 3.062 -0.562 -1.720
C 3.315 -1.014 -0.400
C 4.313 -2.001 -0.198
C 5.057 -2.471 -1.289
N 2.544 -0.567 0.643
C 2.896 -0.562 1.944
C 4.184 -0.360 2.447
C 4.399 -0.322 3.815
C 3.373 -0.507 4.752
C 2.056 -0.731 4.314
C 1.846 -0.721 2.920
N 0.607 -0.690 2.434
N -0.442 -1.067 3.105
C -1.426 -1.300 2.190
C -2.673 -1.819 2.596
C -3.614 -2.049 1.593
C -3.281 -1.825 0.224
C -2.012 -1.348 -0.051
N -1.105 -1.061 0.883
H 5.443 -2.338 -3.427
H 3.542 -0.705 -3.792
H 2.307 0.206 -1.881
H 4.430 -2.448 0.788
H 5.830 -3.231 -1.124
H 4.968 -0.186 1.709
H 5.405 -0.204 4.198
H 3.655 -0.446 5.791
H 1.160 -0.862 4.890
H -2.798 -2.011 3.659
H -4.604 -2.352 1.883
H -4.007 -1.949 -0.565
H -1.700 -1.127 -1.059
C -5.039 0.869 -3.258
C -3.807 1.320 -2.475
C -2.579 1.549 -3.086
C -1.437 1.974 -2.407
C -0.149 2.107 -3.186
C -1.531 2.172 -1.007
C -2.776 1.996 -0.340
C -2.978 2.176 1.157
C -3.873 1.602 -1.101
C -0.263 2.485 -0.178
O -0.285 3.490 0.540
O 0.732 1.652 -0.313
H -5.339 1.668 -3.970
H -5.910 0.638 -2.606
H -4.829 0.011 -3.880
H -2.532 1.391 -4.163
H -0.370 2.282 -4.261
H 0.529 1.244 -3.067
H 0.410 2.961 -2.779
H -3.644 3.047 1.344
H -2.012 2.418 1.658
H -3.464 1.283 1.635
H -4.853 1.558 -0.596
*
```

Entry 7:
The following is a quantum chemistry calculation of an isolated ion of composition C27H24NO10S2 and charge -1, from OMol25.

Summary:
E_HOMO (eV): -4.311
LUMO energy (eV): 1.04
HOMO-LUMO gap (eV): 5.4
SMILES string: CC1(C)OC(=O)C(CC(S(=O)(=O)c2ccccc2)=[S@](=O)([O-])c2ccccc2)(Cc2ccc([N+](=O)[O-])cc2)C(=O)O1

The geometry in ORCA input format:
```
! RIJCOSX wB97M-V def2-TZVPD def2/J DEFGRID3
* xyz -1 1
C -1.477 5.933 6.127
C -1.476 4.425 6.289
C -1.990 4.020 7.668
O -2.370 3.863 5.279
C -2.297 2.511 5.072
O -3.303 1.870 4.813
C -0.895 1.864 4.882
C -0.146 2.093 3.336
C 0.347 1.393 2.145
S -0.582 1.468 0.598
O -1.154 2.771 0.313
O 0.294 0.766 -0.323
C -1.883 0.267 0.924
C -1.682 -1.078 0.606
C -2.614 -2.004 1.064
C -3.739 -1.568 1.765
C -3.952 -0.213 2.008
C -3.040 0.726 1.543
S 2.101 1.235 1.894
O 2.727 1.370 3.195
O 2.407 2.100 0.776
C 2.131 -0.478 1.361
C 2.659 -0.840 0.124
C 2.632 -2.186 -0.233
C 2.094 -3.139 0.632
C 1.611 -2.754 1.884
C 1.666 -1.418 2.272
C -0.997 0.404 5.294
C -1.632 0.248 6.671
C -2.995 -0.103 6.752
C -3.518 -0.641 7.915
C -2.731 -0.842 9.054
N -3.283 -1.418 10.232
O -2.536 -1.600 11.223
O -4.499 -1.728 10.229
C -1.377 -0.498 8.969
C -0.831 0.037 7.813
C -0.040 2.572 5.949
O 0.785 1.936 6.583
O -0.125 3.942 6.029
H -1.081 6.199 5.151
H -2.493 6.320 6.228
H -0.848 6.373 6.903
H -1.992 2.927 7.797
H -1.369 4.492 8.443
H -3.017 4.402 7.789
H -1.206 2.384 2.957
H 0.648 2.923 3.627
H -0.796 -1.372 0.040
H -2.436 -3.058 0.876
H -4.464 -2.291 2.123
H -4.805 0.154 2.569
H -3.187 1.799 1.653
H 3.065 -0.079 -0.541
H 3.020 -2.479 -1.205
H 2.059 -4.190 0.341
H 1.188 -3.475 2.576
H 1.331 -1.082 3.255
H -1.560 -0.157 4.529
H 0.015 -0.022 5.254
H -3.634 -0.052 5.865
H -4.551 -0.946 7.941
H -0.745 -0.689 9.821
H 0.250 0.198 7.774
*
```

Let's list ΔE to the lowest compared entry with this formula, charge and spin in order: 397.46, 0.00, 195.94, 169.43, 0.00, 0.00, 4.00 kJ/mol.
Let's list max |F| in order: 0.0495, 0.0556, 0.0573, 0.0260, 0.0031, 0.0475, 0.0788 Eh/bohr.